1.
2
Properties=species:S:1:pos:R:3 method="wB97M-V/def2-TZVPD" relative_energy_kj_mol=13.1 orbital_gap_ev="6.54 / 8.10" lumo_energy_ev="-8.6 / -7.3" total_charge=+1 multiplicity=5 s2=6.124 largest_force_ha_per_bohr=0.0381
Cr -13.903 20.227 6.173
Br -14.859 19.723 8.384



2.
4
Properties=species:S:1:pos:R:3 method="wB97M-V/def2-TZVPD" relative_energy_kj_mol=422.4 orbital_gap_ev=4.24 lumo_energy_ev=-9.5 total_charge=+2 largest_force_ha_per_bohr=0.0207
Cu 22.560 1.660 -18.781
Cu 24.435 4.902 -14.462
Cu 21.042 -3.008 -16.120
Br 21.701 1.051 -14.259



3.
5
Properties=species:S:1:pos:R:3 method="wB97M-V/def2-TZVPD" relative_energy_kj_mol=504.0 orbital_gap_ev=7.91 lumo_energy_ev=-1.4 largest_force_ha_per_bohr=0.0669
O -0.344 -2.643 0.070
F 1.340 0.975 1.011
F -0.198 1.415 -0.962
P -0.234 0.730 0.554
Br 0.283 -1.273 -0.678



4.
10
Properties=species:S:1:pos:R:3 method="wB97M-V/def2-TZVPD" orbital_gap_ev=7.55 lumo_energy_ev=3.7 total_charge=-1 largest_force_ha_per_bohr=0.0093
N -1.752 0.170 0.658
P -0.553 0.960 -0.359
O -0.895 0.235 -1.831
Ga 1.343 -0.317 0.267
Br 3.212 1.006 -0.557
H -1.349 -0.132 1.541
H -2.483 0.840 0.874
H -0.366 -0.561 -1.943
H 1.480 -0.480 1.847
H 1.363 -1.721 -0.497



5.
19
Properties=species:S:1:pos:R:3 method="wB97M-V/def2-TZVPD" relative_energy_kj_mol=29.3 orbital_gap_ev=9.25 lumo_energy_ev=3.4 total_charge=-1 largest_force_ha_per_bohr=0.0123
Br -0.618 0.260 -0.304
O 0.151 3.311 -1.979
H 0.147 2.649 -1.268
H -0.022 2.791 -2.770
O 2.092 2.207 0.513
H 2.352 2.726 -0.258
H 1.210 1.845 0.276
O -1.492 -2.455 -2.003
H -1.166 -1.678 -1.487
H -1.443 -3.193 -1.387
O 2.868 -0.679 -0.440
H 2.038 -0.171 -0.461
H 3.502 -0.049 -0.085
O -2.839 0.062 2.833
H -3.538 -0.593 2.737
H -2.390 0.064 1.973
O -0.210 -2.756 1.370
H -0.940 -2.286 0.949
H 0.298 -2.053 1.790



6.
5
Properties=species:S:1:pos:R:3 method="wB97M-V/def2-TZVPD" relative_energy_kj_mol=171.9 orbital_gap_ev=8.34 lumo_energy_ev=-0.6 largest_force_ha_per_bohr=0.1510
N 0.477 -0.399 0.272
S -0.623 0.685 -0.140
Br 2.406 -0.009 -0.107
H 0.487 -1.251 -0.903
H -0.294 1.477 0.806



7.
6
Properties=species:S:1:pos:R:3 method="wB97M-V/def2-TZVPD" relative_energy_kj_mol=31.0 orbital_gap_ev=9.36 lumo_energy_ev=0.0 smiles=OP(S)Br largest_force_ha_per_bohr=0.0833
O 0.277 1.372 -0.543
P 0.273 0.295 0.559
S -1.051 -1.057 -0.192
Br 2.434 -0.624 -0.103
H -0.562 1.501 -0.850
H -1.372 -1.487 1.129



8.
5
Properties=species:S:1:pos:R:3 method="wB97M-V/def2-TZVPD" relative_energy_kj_mol=310.5 orbital_gap_ev="7.89 / 6.51" lumo_energy_ev="-1.4 / -2.4" largest_force_ha_per_bohr=0.0264
P 0.394 -1.574 0.052
S 0.506 3.418 0.885
Br -1.095 2.114 0.858
H 0.661 -1.316 -1.322
H -0.465 -2.642 -0.474



9.
6
Properties=species:S:1:pos:R:3 method="wB97M-V/def2-TZVPD" relative_energy_kj_mol=71.7 orbital_gap_ev=7.59 lumo_energy_ev=-1.9 smiles="S=PBr.S" largest_force_ha_per_bohr=0.0418
P 0.646 2.624 0.772
S -1.098 1.815 0.512
S -0.215 -1.747 -0.433
Br 1.962 1.795 -0.986
H -1.534 -1.728 -0.322
H 0.239 -2.761 0.457



10.
5
Properties=species:S:1:pos:R:3 method="wB97M-V/def2-TZVPD" relative_energy_kj_mol=330.6 orbital_gap_ev="7.08 / 5.69" lumo_energy_ev="-2.3 / -2.9" largest_force_ha_per_bohr=0.0289
Si -0.041 0.008 0.101
Br -1.777 -0.754 3.058
H -0.997 -1.044 0.321
H -0.257 1.114 -0.827
H 1.350 -0.201 0.214



11.
9
Properties=species:S:1:pos:R:3 method="wB97M-V/def2-TZVPD" relative_energy_kj_mol=361.5 orbital_gap_ev="7.12 / 7.12" lumo_energy_ev="-1.9 / -1.9" largest_force_ha_per_bohr=0.0496
N -0.838 1.438 1.254
N 1.437 -1.361 -0.038
O -0.374 0.897 -1.364
P -0.606 0.362 0.159
Br -2.500 -0.846 0.228
H -0.384 2.300 0.865
H 1.797 -0.761 0.709
H 1.437 -2.344 0.281
H 0.031 0.315 -2.094



12.
14
Properties=species:S:1:pos:R:3 method="wB97M-V/def2-TZVPD" relative_energy_kj_mol=95.6 orbital_gap_ev=6.98 lumo_energy_ev=-0.6 largest_force_ha_per_bohr=0.0922
Li 0.190 -0.328 0.091
Br 1.328 -2.379 -0.959
O 0.733 -0.176 2.117
H 0.622 -0.724 2.831
H 1.533 0.292 2.166
O 1.170 1.713 -0.112
H 1.440 2.302 0.684
H 1.061 2.247 -0.998
O -1.060 0.334 -1.818
H -0.843 1.294 -2.110
H -0.714 -0.098 -2.722
O -1.567 -1.389 0.621
H -1.638 -2.190 -0.014
H -2.256 -0.900 0.221